Below is a cluster of 2 separate species, C7H19IN3 in total, with properties calculated with ωB97M-V with the def2-TZVPD basis set.

Each line ends with the Mulliken charge.
Cartesian coordinates (Å):
C (0.7319, -2.0351, -1.4435)  -1.293
C (0.6516, 0.3586, -2.2672)  -0.983
C (1.4071, -1.4359, 1.3536)  -0.915
C (-0.6660, -0.6675, 2.3967)  -1.207
C (-1.1917, 1.7482, 1.1257)  -1.276
C (-2.0481, 0.7863, -1.0164)  -1.120
C (-0.2081, -0.2699, 0.0108)  0.484
N (0.4828, -0.6218, -1.1436)  0.316
N (0.0633, -0.8572, 1.1626)  0.064
N (-0.9353, 0.9188, -0.0805)  0.126
I (3.4273, 2.2784, -0.5692)  -0.112
H (1.7298, -2.4230, -1.3261)  0.319
H (0.0238, -2.6717, -0.8989)  0.464
H (0.4815, -2.1039, -2.4486)  0.479
H (0.7756, 1.4956, -1.9224)  0.204
H (1.5623, 0.0340, -2.6861)  0.494
H (-0.1569, 0.3880, -2.9747)  0.299
H (1.5983, -1.2601, 2.4548)  0.372
H (1.4881, -2.5144, 1.0368)  0.246
H (2.1725, -0.7723, 0.8713)  0.326
H (-0.1019, -0.0912, 3.0402)  0.531
H (-1.6542, -0.1855, 2.2009)  0.302
H (-0.9022, -1.6166, 2.8910)  0.358
H (-2.0555, 1.2475, 1.5604)  0.566
H (-0.4234, 1.8133, 1.8610)  0.361
H (-1.4553, 2.7675, 0.8065)  0.333
H (-2.1093, 1.2891, -1.9492)  0.335
H (-2.2646, -0.3117, -1.1908)  0.361
H (-2.8680, 1.1259, -0.4776)  0.434
H (2.4447, 3.5866, -0.3778)  0.131

Computed properties:
- Energy above the lowest of the compared OMol25 structures with the same formula, charge and spin: 0.0000 eV
- M: 272.15 g/mol
- DFT total energy: -739.7738 Ha
- Gap between HOMO and LUMO: 10.2 eV
- LUMO energy: -2.6 eV
- Net charge: +1